Record 1
Formula: C4H9NO2
Source: OMol25
Level of theory: ωB97M-V/def2-TZVPD

Structure (ORCA input):
```
! wB97M-V def2-TZVPD RIJCOSX def2/J DEFGRID3
* xyz 0 1
C -2.55 -0.21 0.45
N -1.28 -0.34 -0.26
C -0.32 0.55 -0.12
C 0.67 1.00 -1.18
O -0.24 1.62 -1.80
O 1.87 0.92 -1.23
C 2.31 -0.74 1.07
H -2.39 -0.34 1.53
H -3.24 -0.98 0.10
H -2.98 0.78 0.26
H -1.30 -0.85 -1.14
H 1.25 -0.72 0.78
H -0.39 1.16 0.78
H 2.64 0.28 1.29
H 2.87 -1.11 0.21
H 2.41 -1.39 1.94
*
```

Computed properties:
- energy above the lowest of the compared OMol25 structures with the same formula, charge and spin (kJ/mol) = 253.50
- highest occupied orbital energy (eV) = -9.6

Record 2
Formula: C32H65BClN6O5
Source: OMol25
Level of theory: ωB97M-V/def2-TZVPD

Structure (ORCA input):
```
! wB97M-V def2-TZVPD RIJCOSX def2/J DEFGRID3
* xyz 1 3
C 6.51 3.19 6.81
C 5.12 4.09 6.61
O 4.97 4.61 5.22
C 4.88 3.45 4.32
C 3.74 3.64 3.11
C 3.17 2.14 2.79
C 2.29 2.01 1.41
C 2.39 0.56 0.65
N 1.94 -0.63 1.47
N 2.89 -1.08 2.42
C 1.66 -1.96 0.74
N 1.43 -1.93 -0.75
C 2.61 -2.21 -1.41
O 3.66 -2.58 -2.19
C 0.54 -2.84 1.57
C 0.39 -1.95 2.95
B -1.12 -2.37 3.46
O -1.68 -3.65 2.93
N -1.99 -1.61 4.45
C -2.81 -0.51 3.80
C -1.22 -1.13 5.66
C 0.67 -0.46 2.32
Cl -0.68 0.23 1.18
H 6.21 2.09 6.45
H 6.80 3.09 7.95
H 7.39 3.56 6.13
H 5.21 4.98 7.41
H 4.18 3.42 6.88
H 5.95 3.15 3.87
H 4.54 2.48 4.93
H 4.25 4.18 2.19
H 2.87 4.27 3.61
H 4.09 1.38 2.84
H 2.46 1.80 3.68
H 1.16 2.36 1.58
H 2.73 2.81 0.65
H 1.72 0.66 -0.34
H 3.48 0.32 0.24
H 2.78 -0.57 3.32
H 3.84 -0.82 2.07
H 2.75 -2.46 0.81
H 1.11 -3.85 1.78
H -0.36 -2.86 0.81
H 1.05 -2.26 3.89
H -1.11 -4.37 3.39
H -3.28 -0.94 2.80
H -2.23 0.49 3.60
H -3.70 -0.27 4.51
H -1.34 0.03 5.78
H -1.73 -1.61 6.62
H -0.09 -1.46 5.69
H 0.78 0.34 3.17
C -2.69 -4.63 -0.87
C -1.79 -5.23 -1.99
C -1.25 -4.09 -2.89
C -2.32 -3.48 -3.79
C -3.02 -4.55 -4.61
C -3.55 -5.75 -3.78
N -2.56 -6.26 -2.77
O -1.62 -7.05 -3.46
C -4.86 -5.36 -3.05
C -4.02 -6.86 -4.79
C -0.60 -5.84 -1.19
H -2.08 -4.12 -0.11
H -3.39 -3.87 -1.23
H -3.26 -5.41 -0.35
H -0.44 -4.46 -3.52
H -0.82 -3.29 -2.27
H -3.06 -2.92 -3.19
H -1.86 -2.75 -4.46
H -3.84 -4.09 -5.17
H -2.30 -4.92 -5.36
H -5.18 -6.14 -2.35
H -5.68 -5.21 -3.76
H -4.79 -4.42 -2.50
H -3.23 -7.16 -5.48
H -4.85 -6.49 -5.41
H -4.37 -7.75 -4.26
H -0.94 -6.64 -0.52
H -0.10 -5.08 -0.58
H 0.18 -6.26 -1.84
C 0.38 4.12 -4.54
C -0.10 3.48 -3.21
C -1.57 3.00 -3.36
C -2.57 4.16 -3.40
C -2.40 5.06 -2.18
C -0.94 5.54 -1.94
N 0.07 4.44 -2.07
O 0.03 3.69 -0.87
C -0.58 6.68 -2.94
C -0.90 6.26 -0.55
C 0.82 2.22 -3.08
H 0.55 3.36 -5.31
H -0.35 4.81 -4.98
H 1.32 4.66 -4.40
H -1.84 2.34 -2.54
H -1.68 2.41 -4.28
H -2.45 4.74 -4.32
H -3.59 3.76 -3.41
H -3.06 5.93 -2.29
H -2.75 4.51 -1.30
H 0.48 6.94 -2.87
H -1.15 7.59 -2.71
H -0.81 6.45 -3.97
H -1.26 5.61 0.26
H -1.55 7.14 -0.55
H 0.11 6.59 -0.30
H 1.87 2.50 -2.99
H 0.72 1.57 -3.96
H 0.56 1.59 -2.21
*
```

Computed properties:
- ⟨S²⟩ = 2.010
- highest occupied orbital energy (spin up / spin down) (eV) = -10.7 / -11.2

Record 3
Formula: C3H6S3
Source: OMol25
Level of theory: ωB97M-V/def2-TZVPD

Structure (ORCA input):
```
! wB97M-V def2-TZVPD RIJCOSX def2/J DEFGRID3
* xyz 0 1
C 1.75 0.26 0.82
C 0.52 0.26 -0.03
S -0.04 1.69 -1.03
C -0.72 0.93 0.37
S -2.03 0.71 1.18
H 1.45 -0.11 1.79
H 2.06 1.33 0.87
H 2.62 -0.28 0.37
H 0.37 -0.70 -0.64
S -1.75 -1.60 -1.73
H -2.57 -2.09 -0.82
H -1.66 -0.41 -1.14
*
```

Computed properties:
- energy above the lowest of the compared OMol25 structures with the same formula, charge and spin (kJ/mol) = 155.87
- highest occupied orbital energy (eV) = -8.9
- SMILES string = C[C@@H]1SC1=S.S

Record 4
Formula: C3H3CsFO3
Source: OMol25
Level of theory: ωB97M-V/def2-TZVPD

Structure (ORCA input):
```
! wB97M-V def2-TZVPD RIJCOSX def2/J DEFGRID3
* xyz 0 2
H -2.95 0.44 0.22
O -1.01 0.27 0.79
O -1.27 2.51 2.36
O 0.46 1.59 3.42
C -2.11 0.79 0.86
C -2.43 1.93 1.78
C -0.68 1.90 3.36
F -0.54 -0.25 -3.17
H -2.93 2.71 1.20
H -3.14 1.58 2.54
Cs 1.56 -1.73 -1.99
*
```

Computed properties:
- energy above the lowest of the compared OMol25 structures with the same formula, charge and spin (kJ/mol) = 0.00
- ⟨S²⟩ = 0.753
- highest occupied orbital energy (spin up / spin down) (eV) = -8.1 / -8.1

Record 5
Formula: C5H11NO
Source: OMol25
Level of theory: ωB97M-V/def2-TZVPD

Structure (ORCA input):
```
! wB97M-V def2-TZVPD RIJCOSX def2/J DEFGRID3
* xyz 0 1
C -1.08 -0.85 1.27
N -0.84 0.36 0.97
C 0.50 0.91 1.16
C 1.63 -0.04 1.55
H -0.34 -1.55 1.68
H -2.09 -1.23 1.12
H 0.76 1.41 0.22
H 0.39 1.70 1.91
H 2.55 0.53 1.66
H 1.79 -0.79 0.76
H 1.44 -0.56 2.50
C -1.07 0.55 -2.35
C -0.12 -0.52 -1.88
O 1.07 -0.37 -1.74
H -0.52 1.40 -2.74
H -1.67 0.86 -1.49
H -1.75 0.15 -3.11
H -0.59 -1.50 -1.64
*
```

Computed properties:
- energy above the lowest of the compared OMol25 structures with the same formula, charge and spin (kJ/mol) = 185.16
- highest occupied orbital energy (eV) = -9.7
- SMILES string = C=NCC.CC=O

Record 6
Formula: C2F6LuNO4S2
Source: OMol25
Level of theory: ωB97M-V/def2-TZVPD

Structure (ORCA input):
```
! wB97M-V def2-TZVPD RIJCOSX def2/J DEFGRID3
* xyz 0 1
O -1.29 -4.04 -1.18
Lu -0.28 -2.34 -0.62
N -2.54 -0.58 -2.66
S -3.14 -2.44 -2.59
O -4.04 -3.05 -3.61
C -4.26 -2.20 -1.10
F -5.25 -1.37 -1.37
F -3.56 -1.72 -0.08
F -4.75 -3.38 -0.76
S -1.21 0.19 -2.62
O -0.22 -0.39 -1.64
O -1.35 1.64 -2.49
C -0.31 -0.05 -4.23
F -0.10 -1.34 -4.45
F -1.04 0.43 -5.22
F 0.85 0.57 -4.20
*
```

Computed properties:
- energy above the lowest of the compared OMol25 structures with the same formula, charge and spin (kJ/mol) = 337.94
- highest occupied orbital energy (eV) = -8.7

Record 7
Formula: C30H35CuN2O4PS
Source: OMol25
Level of theory: ωB97M-V/def2-TZVPD

Structure (ORCA input):
```
! wB97M-V def2-TZVPD RIJCOSX def2/J DEFGRID3
* xyz -1 1
Cu -0.90 0.92 1.32
O -0.58 0.52 3.36
C -1.38 -0.18 3.98
C -2.14 -1.29 3.47
C -2.93 -1.99 4.37
C -3.69 -3.07 3.97
C -3.69 -3.46 2.61
C -2.95 -2.78 1.70
C -2.12 -1.66 2.07
O -1.43 -1.08 1.20
N -4.48 -3.78 4.93
O -5.18 -4.71 4.53
O -4.45 -3.43 6.10
H -1.55 0.05 5.05
H -2.94 -1.71 5.42
H -4.30 -4.31 2.32
H -2.95 -3.07 0.66
C 1.66 -3.54 -4.79
C 1.35 -2.96 -3.41
C 0.55 -4.01 -2.62
C 2.68 -2.70 -2.69
C 0.56 -1.66 -3.48
C 0.23 -1.05 -4.69
C -0.49 0.14 -4.75
C -0.87 0.74 -3.56
S -1.76 2.20 -3.27
C -1.62 1.91 -1.51
N -0.97 0.85 -1.22
C -0.54 0.15 -2.33
C 0.17 -1.04 -2.29
C -2.19 2.82 -0.53
C -2.94 3.93 -0.96
C -3.49 4.79 -0.04
C -3.30 4.55 1.32
C -2.56 3.45 1.73
C -1.97 2.53 0.84
H 2.19 -4.49 -4.68
H 2.29 -2.87 -5.37
H 0.74 -3.73 -5.35
H 1.13 -4.93 -2.52
H -0.38 -4.24 -3.14
H 0.30 -3.65 -1.62
H 3.29 -3.61 -2.67
H 2.52 -2.37 -1.66
H 3.25 -1.92 -3.21
H 0.52 -1.50 -5.63
H -0.74 0.59 -5.70
H 0.39 -1.46 -1.32
H -3.10 4.09 -2.02
H -4.08 5.65 -0.36
H -3.72 5.22 2.05
H -2.43 3.29 2.80
C 3.50 -0.70 0.68
C 3.23 0.52 1.55
P 1.58 1.28 1.16
C 1.93 2.08 -0.48
C 3.31 2.66 -0.80
C 1.55 2.70 2.36
C 2.81 3.51 2.66
H 4.44 -1.19 0.95
H 3.57 -0.41 -0.38
H 2.69 -1.42 0.78
H 4.02 1.26 1.45
H 3.18 0.22 2.61
H 1.16 2.84 -0.59
H 1.70 1.31 -1.22
H 3.58 3.48 -0.13
H 3.31 3.06 -1.82
H 4.09 1.91 -0.74
H 1.18 2.25 3.28
H 0.75 3.35 2.01
H 3.63 2.88 3.02
H 2.60 4.25 3.44
H 3.17 4.06 1.78
*
```

Computed properties:
- energy above the lowest of the compared OMol25 structures with the same formula, charge and spin (kJ/mol) = 26.91
- highest occupied orbital energy (eV) = -4.0

Record 8
Formula: C30H65N7O
Source: OMol25
Level of theory: ωB97M-V/def2-TZVPD

Structure (ORCA input):
```
! wB97M-V def2-TZVPD RIJCOSX def2/J DEFGRID3
* xyz 0 1
C -0.35 -5.81 -3.06
C -0.68 -4.37 -2.60
N -1.13 -4.25 -1.24
C -0.24 -4.71 -0.21
C 1.18 -4.30 -0.38
C -1.66 -2.89 -1.03
C -2.94 -2.66 -1.79
H 0.52 -6.21 -2.57
H -0.14 -5.58 -4.15
H -1.27 -6.44 -3.10
H 0.17 -3.61 -2.86
H -1.46 -4.12 -3.34
H -0.66 -4.37 0.72
H -0.24 -5.78 -0.07
H 1.45 -3.39 -0.89
H 1.66 -4.25 0.57
H 1.72 -5.13 -0.79
H -0.90 -2.08 -1.28
H -1.79 -2.64 0.03
H -2.70 -2.44 -2.79
H -3.51 -1.85 -1.30
H -3.52 -3.58 -1.71
C -1.83 1.15 -2.31
C -3.24 1.20 -1.69
N -3.20 1.54 -0.26
C -4.56 1.98 0.32
C -5.11 3.19 -0.46
C -2.75 0.37 0.45
C -2.29 0.54 1.94
H -1.82 0.97 -3.43
H -1.32 0.28 -1.94
H -1.23 2.02 -1.96
H -3.81 1.92 -2.24
H -3.70 0.23 -1.72
H -5.30 1.23 0.35
H -4.27 2.14 1.33
H -4.45 4.09 -0.30
H -5.12 3.01 -1.53
H -6.17 3.35 -0.08
H -1.90 -0.11 -0.14
H -3.51 -0.35 0.38
H -1.66 1.51 1.89
H -1.59 -0.28 2.19
H -3.08 0.56 2.66
C 4.18 1.90 -1.80
C 3.97 1.06 -3.04
N 2.81 0.22 -2.83
C 2.30 -0.30 -4.07
C 0.96 -0.97 -4.03
C 2.86 -0.83 -1.81
C 3.73 -2.06 -2.09
H 5.11 2.40 -1.95
H 4.20 1.26 -0.88
H 3.50 2.70 -1.75
H 3.84 1.81 -3.84
H 4.89 0.39 -3.26
H 2.12 0.50 -4.86
H 3.00 -1.03 -4.53
H 0.18 -0.34 -3.77
H 0.64 -1.41 -4.93
H 0.97 -1.77 -3.31
H 1.85 -1.19 -1.60
H 3.20 -0.49 -0.91
H 4.80 -1.92 -2.40
H 3.20 -2.65 -2.89
H 3.72 -2.71 -1.20
C -0.82 5.94 2.98
C -2.09 5.82 2.10
C -1.81 4.65 1.24
O -0.45 4.21 1.46
C 0.27 5.15 2.24
H -1.03 5.34 3.93
H -0.57 6.92 3.23
H -2.10 6.72 1.55
H -3.01 5.78 2.62
H -2.01 4.85 0.15
H -2.26 3.80 1.56
H 0.77 5.92 1.57
H 1.12 4.76 2.84
C 0.13 -3.41 4.21
C 1.06 -2.92 5.23
N 1.91 -2.56 5.90
H 0.52 -3.26 3.22
H -0.77 -2.73 4.22
H -0.08 -4.49 4.24
C 0.91 2.15 3.83
C 0.49 1.16 4.75
N 0.05 0.44 5.50
H 0.34 2.01 2.92
H 1.92 2.04 3.55
H 0.84 3.11 4.33
C 3.57 -0.78 3.44
C 3.87 0.59 3.06
N 4.12 1.67 2.74
H 3.06 -0.83 4.41
H 4.48 -1.31 3.62
H 3.00 -1.16 2.63
C 1.19 1.40 0.27
C 1.11 0.09 0.90
N 0.86 -0.94 1.37
H 0.30 2.02 0.48
H 1.33 1.29 -0.77
H 2.11 1.93 0.61
*
```

Computed properties:
- highest occupied orbital energy (eV) = -8.3
- SMILES string = CCN(CC)CC.CCN(CC)CC.CCN(CC)CC.C1CCOC1.CC#N.CC#N.CC#N.CC#N

Record 9
Formula: C18H29ClINO6PS
Source: OMol25
Level of theory: ωB97M-V/def2-TZVPD

Structure (ORCA input):
```
! wB97M-V def2-TZVPD RIJCOSX def2/J DEFGRID3
* xyz 1 1
C 1.34 -2.78 2.02
C 1.11 -1.36 1.48
C 0.03 -1.47 0.38
Cl 0.76 -2.01 -1.17
C -0.83 -0.23 0.16
C -2.20 -0.38 0.21
P -3.02 -1.98 0.52
O -2.56 -2.46 2.00
O -4.61 -1.85 0.55
S -2.52 -3.22 -0.84
C -2.99 0.73 0.00
C -4.50 0.75 0.05
O -5.18 0.59 -0.93
O -5.04 0.95 1.30
C -2.40 1.93 -0.28
C -1.06 2.06 -0.32
C -0.50 3.43 -0.65
C -1.34 4.64 -0.20
C -0.51 5.92 -0.46
I -1.96 4.61 1.86
N -0.29 0.97 -0.11
C 1.17 1.19 -0.23
C 1.90 1.68 1.05
C 1.07 2.40 2.12
O 0.05 1.59 2.69
H 1.40 -3.50 1.20
H 0.52 -3.12 2.66
H 2.29 -2.86 2.55
H 0.78 -0.69 2.27
H 2.05 -1.07 1.04
H -0.57 -2.31 0.70
H -2.59 -1.68 2.58
H -5.00 -1.81 1.43
H -5.56 1.76 1.29
H -3.03 2.79 -0.48
H 0.52 3.57 -0.31
H -0.47 3.48 -1.75
H -2.25 4.67 -0.79
H -0.61 6.16 -1.51
H -0.84 6.74 0.16
H 0.52 5.71 -0.19
H 1.40 1.84 -1.06
H 1.64 0.25 -0.51
H 2.67 2.39 0.72
H 2.46 0.89 1.55
H 1.76 2.67 2.92
H 0.70 3.35 1.73
H 0.23 1.44 3.62
C 4.60 -4.57 -3.93
C 3.86 -4.30 -2.65
O 4.35 -3.65 -1.76
C 2.47 -4.88 -2.51
H 5.58 -4.09 -3.89
H 4.73 -5.64 -4.07
H 4.04 -4.16 -4.78
H 2.51 -5.97 -2.59
H 1.82 -4.49 -3.30
H 2.06 -4.61 -1.54
*
```

Computed properties:
- highest occupied orbital energy (eV) = -11.3

Record 10
Formula: C29H21BClF6O4PS
Source: OMol25
Level of theory: ωB97M-V/def2-TZVPD

Structure (ORCA input):
```
! wB97M-V def2-TZVPD RIJCOSX def2/J DEFGRID3
* xyz 0 1
C -4.74 -1.69 -1.81
B -3.86 -0.35 -1.95
O -4.36 0.85 -1.44
C -2.41 -0.34 -2.65
C -1.26 -0.71 -1.81
C 0.07 -0.74 -2.45
C 0.31 -0.41 -3.87
C -0.83 -0.03 -4.69
C -2.16 0.00 -4.06
Cl -3.63 0.45 -5.01
C 1.78 -0.49 -4.41
O 2.20 0.27 -5.24
C 2.63 -1.64 -3.76
C 3.61 -2.38 -4.56
O 3.86 -2.16 -5.90
C 4.35 -3.46 -3.90
C 4.14 -3.83 -2.49
C 4.98 -5.03 -1.98
F 5.33 -4.97 -0.65
F 6.19 -5.00 -2.70
C 4.27 -6.37 -2.42
F 4.70 -7.49 -1.73
F 2.89 -6.33 -2.35
C 3.14 -3.08 -1.67
P 2.79 -3.51 0.11
S 1.52 -5.00 0.12
C 2.41 -1.98 -2.34
C 1.36 -1.09 -1.61
O 1.49 -0.63 -0.50
H -4.13 -2.57 -1.46
H -5.60 -1.58 -1.10
H -5.18 -1.97 -2.81
H -4.99 0.67 -0.72
H -1.35 -0.97 -0.72
H -0.72 0.25 -5.76
H 3.03 -2.14 -6.41
H 5.07 -4.04 -4.53
H 4.52 -6.52 -3.51
H 3.97 -3.78 0.86
H 2.13 -2.45 0.81
F -0.72 -1.22 1.70
C -1.16 -0.21 2.48
C -0.34 0.89 2.68
C -0.79 1.94 3.48
C -2.05 1.87 4.06
C -2.86 0.76 3.85
C -2.41 -0.29 3.05
H 0.64 0.92 2.22
H -0.17 2.80 3.64
H -2.40 2.68 4.68
H -3.84 0.70 4.31
H -3.03 -1.16 2.86
F -0.34 4.81 4.08
C -0.94 5.84 4.71
C -0.45 7.12 4.51
C -1.07 8.19 5.15
C -2.16 7.96 5.99
C -2.63 6.67 6.19
C -2.02 5.60 5.54
H 0.40 7.28 3.86
H -0.71 9.20 5.00
H -2.63 8.79 6.50
H -3.47 6.49 6.84
H -2.38 4.59 5.67
*
```

Computed properties:
- highest occupied orbital energy (eV) = -8.4
- SMILES string = CB(O)c1cc2c(cc1Cl)C(=O)c1c(O)cc(C(F)(F)C(F)F)c([PH2]=S)c1C2=O.Fc1ccccc1.Fc1ccccc1

In g/mol, the molar mass values for the records above are, in order, 103.12; 660.17; 138.28; 238.96; 101.15; 455.11; 614.21; 539.90; 580.83; 656.78.